Formula: C3H6BrNO
Source: OMol25
Level of theory: the ωB97M-V functional and the def2-TZVPD basis

Each line ends with the Löwdin charge.
CARTESIAN COORDINATES (ANGSTROEM)
C1 0.240 0.130 1.646  -0.1807
C2 0.094 0.792 0.390  -0.6937
Br1 0.174 2.705 0.640  0.7458
N1 -0.075 0.455 -0.905  -0.3375
C3 -0.300 -1.114 -1.377  0.0763
O1 -0.204 1.214 -1.856  -0.1206
H1 0.534 -0.937 1.464  0.0809
H2 -0.630 0.311 2.290  0.0821
H3 1.216 0.647 2.113  0.1139
H4 -0.084 -1.748 -0.423  0.0942
H5 -1.285 -1.197 -1.665  0.0345
H6 0.322 -1.259 -2.316  0.1047

The HOMO-LUMO gap is 9.154 eV. The calculation puts the largest force on an atom at 4.7 eV/A. The SMILES is C/C(Br)=[N+](\C)[O-]. The value obtained for the energy is -76784.827 eV.

Formula: C4H6O2
Source: OMol25
Level of theory: the ωB97M-V functional and the def2-TZVPD basis

Each line ends with the Löwdin charge.
CARTESIAN COORDINATES (ANGSTROEM)
O1 -0.833 -1.532 1.279  0.0485
C1 -1.152 -0.364 1.021  -0.1577
C2 -0.261 0.774 0.604  -0.1051
C3 0.757 0.356 -0.442  -0.5984
O2 1.697 -0.442 0.025  -0.1024
C4 0.626 0.499 -1.763  0.0285
H1 0.451 -1.666 0.352  0.3795
H2 -2.171 -0.032 1.244  0.1332
H3 0.307 1.062 1.502  0.1434
H4 -0.907 1.605 0.302  0.1204
H5 0.046 1.300 -2.181  0.0427
H6 1.395 -0.034 -2.326  0.0674

The HOMO-LUMO gap (spin up / spin down) is 7.624 / 7.625 eV. The calculation puts the largest force on an atom at 3.8 eV/A. The value obtained for the energy is -8335.535 eV.

Formula: C5H8
Source: OMol25
Level of theory: the ωB97M-V functional and the def2-TZVPD basis

Each line ends with the Löwdin charge.
CARTESIAN COORDINATES (ANGSTROEM)
C1 0.434 -2.438 0.584  -0.1158
C2 -0.423 -1.517 0.440  -0.0046
C3 -0.784 1.516 -0.242  -0.1967
C4 0.703 1.432 -0.068  -0.1581
C5 -0.042 0.515 -0.851  -0.1727
H1 0.281 -3.334 1.262  0.0695
H2 1.435 -2.332 0.108  0.0618
H3 -1.412 -1.223 0.592  0.0350
H4 -1.498 1.437 0.594  0.1112
H5 -1.128 2.264 -0.926  0.0936
H6 1.270 2.216 -0.464  0.0809
H7 1.069 1.218 0.879  0.0784
H8 0.095 0.246 -1.909  0.1175

The HOMO-LUMO gap (spin up / spin down) is 7.542 / 9.324 eV. The calculation puts the largest force on an atom at 4.0 eV/A. Its expectation value of S² is 2.0144. As for the spin multiplicity: 3. The value obtained for the energy is -5307.016 eV.

Formula: C24H24O8
Source: OMol25
Level of theory: the ωB97M-V functional and the def2-TZVPD basis

Each line ends with the Löwdin charge.
CARTESIAN COORDINATES (ANGSTROEM)
O1 1.054 -1.282 3.967  -0.0171
C1 1.952 -0.272 4.249  -0.3823
C2 1.449 0.878 4.673  0.0388
C3 2.377 2.258 4.702  0.0839
C4 3.773 2.040 4.439  -0.3126
O2 4.678 3.069 4.643  0.0097
C5 4.265 0.726 4.074  -0.0177
C6 3.366 -0.353 3.921  -0.0267
H1 1.389 -2.014 3.325  0.1368
H2 0.482 1.139 4.908  0.0676
H3 1.973 3.092 5.180  0.0605
H4 4.402 3.953 4.411  0.0961
H5 5.299 0.453 3.730  0.1226
H6 3.665 -1.280 3.267  0.1361
O3 0.184 -3.614 -0.921  -0.0344
C7 0.559 -4.068 -2.197  -0.2922
C8 0.304 -3.216 -3.330  0.0682
C9 0.798 -3.703 -4.755  0.0814
C10 1.558 -4.943 -4.706  -0.3327
O4 2.098 -5.262 -5.967  0.0239
C11 1.865 -5.615 -3.579  -0.0462
C12 1.439 -5.170 -2.303  -0.0092
H7 0.571 -3.894 -0.034  0.1299
H8 -0.226 -2.333 -3.218  0.0655
H9 0.615 -3.188 -5.680  0.0887
H10 2.568 -6.050 -5.771  0.0618
H11 2.380 -6.577 -3.762  0.1259
H12 1.622 -5.644 -1.419  0.0746
O5 -0.397 3.485 0.006  0.1006
C13 0.221 2.363 0.031  -0.3652
C14 -0.358 1.197 0.654  0.0967
C15 0.447 -0.082 0.924  0.0294
C16 1.715 -0.008 0.502  -0.3740
O6 2.549 -1.157 0.617  -0.0343
C17 2.343 1.054 -0.097  -0.0026
C18 1.545 2.213 -0.431  -0.0018
H13 -0.073 3.989 -0.664  0.0796
H14 -1.257 1.080 1.030  0.0403
H15 0.233 -1.059 1.318  0.1017
H16 2.010 -1.966 0.914  0.1058
H17 3.454 1.083 -0.522  0.1628
H18 1.903 3.193 -0.844  0.1240
O7 -6.986 0.946 -2.406  0.0291
C19 -5.935 1.617 -1.827  -0.2931
C20 -5.819 1.409 -0.438  0.0243
C21 -4.825 2.344 0.281  -0.0285
C22 -4.089 3.229 -0.376  -0.3449
O8 -3.159 4.017 0.344  -0.0520
C23 -4.428 3.612 -1.747  0.0170
C24 -5.213 2.737 -2.457  -0.0094
H19 -7.474 1.428 -3.044  0.0818
H20 -6.389 0.759 0.288  0.1163
H21 -4.774 2.438 1.490  0.1641
H22 -2.165 3.745 0.275  0.0996
H23 -4.048 4.416 -2.252  0.0799
H24 -5.510 2.814 -3.391  0.0520

The HOMO-LUMO gap is 8.075 eV. The calculation puts the largest force on an atom at 7.9 eV/A. The SMILES is Oc1ccc(O)cc1.Oc1ccc(O)cc1.Oc1ccc(O)cc1.Oc1ccc(O)cc1. The value obtained for the energy is -41648.429 eV.

Formula: C3H2N2O2
Source: OMol25
Level of theory: the ωB97M-V functional and the def2-TZVPD basis

Each line ends with the Löwdin charge.
CARTESIAN COORDINATES (ANGSTROEM)
O1 -2.531 0.101 -0.859  0.1006
C1 -1.730 0.243 0.025  -0.1634
C2 -0.385 -0.493 -0.010  -0.4204
O2 -0.241 -1.583 -0.492  0.1372
N1 0.630 0.282 0.637  0.0281
C3 1.856 0.302 -0.071  -0.1647
N2 1.975 -0.605 0.756  0.2241
H1 -1.898 0.906 0.895  0.1248
H2 2.324 0.845 -0.883  0.1337

The HOMO-LUMO gap is 9.362 eV. The calculation puts the largest force on an atom at 0.6 eV/A. The SMILES is O=CC(=O)N1C=N1. The value obtained for the energy is -10214.398 eV.

Formula: C26H41Cl39O6S
Source: OMol25
Level of theory: the ωB97M-V functional and the def2-TZVPD basis

Each line ends with the Löwdin charge.
CARTESIAN COORDINATES (ANGSTROEM)
C1 -0.647 0.103 4.591  -0.1914
C2 -1.377 -1.230 5.291  -0.2229
C3 -1.044 -2.489 4.292  -0.2319
C4 -2.339 -3.382 3.839  -0.2085
C5 -3.531 -2.559 3.076  -0.2056
C6 -3.074 -1.166 2.348  -0.2129
C7 -4.045 -0.748 1.053  -0.1994
C8 -3.388 0.492 0.198  -0.1493
C9 -1.960 0.001 -0.519  -0.2997
O1 -1.989 -1.467 -0.707  -0.4149
S1 -0.439 -2.160 -0.556  1.0638
O2 0.231 -1.836 0.811  -0.4469
O3 -0.643 -3.885 -0.506  -0.3153
C10 0.749 -4.429 -0.540  -0.2169
O4 1.503 -3.575 -1.472  -0.2200
C11 2.866 -3.303 -0.989  -0.1968
O5 3.624 -2.391 -1.894  -0.1543
C12 2.956 -1.084 -2.001  -0.1806
C13 3.015 -0.183 -0.608  -0.1920
O6 4.375 0.364 -0.334  -0.1495
H1 0.455 -0.159 4.215  0.0827
H2 -0.574 0.970 5.406  0.0820
H3 -1.242 0.484 3.654  -0.0004
H4 -0.891 -1.316 6.359  0.0984
H5 -2.535 -0.977 5.323  0.0317
H6 -0.388 -2.175 3.346  0.0984
H7 -0.335 -3.222 4.913  0.0521
H8 -1.947 -4.237 3.106  0.1143
H9 -2.849 -3.919 4.775  0.1159
H10 -4.468 -2.420 3.801  0.0954
H11 -3.930 -3.275 2.207  0.1120
H12 -3.258 -0.297 3.145  0.0093
H13 -1.945 -1.100 2.049  0.0881
H14 -4.368 -1.671 0.407  0.1099
H15 -5.046 -0.341 1.558  0.1127
H16 -3.083 1.339 0.982  0.1185
H17 -4.101 0.928 -0.635  0.1121
H18 -1.904 0.602 -1.530  0.0252
H19 -1.059 0.352 0.181  0.1053
H20 0.687 -5.498 -1.031  0.1633
H21 1.184 -4.457 0.553  0.1529
H22 2.910 -2.922 0.139  0.1498
H23 3.447 -4.343 -1.028  0.1036
H24 3.537 -0.486 -2.854  0.1210
H25 1.830 -1.130 -2.328  0.0906
H26 2.544 -0.731 0.322  0.1140
H27 2.322 0.765 -0.823  0.0870
H28 4.340 0.615 0.655  0.1092
C14 -0.142 2.476 -3.704  -1.5084
Cl1 0.030 4.184 -3.263  0.5425
Cl2 0.210 1.436 -2.313  0.5971
Cl3 -1.770 2.155 -4.325  0.5184
H29 0.579 2.250 -4.494  -0.0144
C15 6.201 3.490 -0.212  -1.5340
Cl4 6.674 3.988 1.421  0.5134
Cl5 4.654 4.228 -0.664  0.5116
Cl6 7.460 3.918 -1.383  0.5264
H30 6.079 2.404 -0.220  -0.0014
C16 6.340 7.224 3.814  -1.5384
Cl7 4.727 7.952 3.898  0.5176
Cl8 7.593 8.473 3.912  0.5223
Cl9 6.551 6.028 5.104  0.5118
H31 6.438 6.713 2.852  -0.0122
C17 -5.013 -0.661 -4.492  -1.4882
Cl10 -4.950 -1.866 -5.791  0.5192
Cl11 -3.482 -0.626 -3.601  0.5499
Cl12 -5.388 0.942 -5.148  0.4852
H32 -5.809 -0.944 -3.799  0.0239
C18 1.144 3.598 3.160  -1.5168
Cl13 0.535 5.246 2.927  0.5236
Cl14 0.050 2.420 2.415  0.5497
Cl15 2.777 3.439 2.493  0.4997
H33 1.188 3.396 4.233  0.0217
C19 -4.564 0.009 -9.579  -1.5060
Cl16 -3.100 0.824 -10.155  0.5063
Cl17 -5.077 0.678 -8.021  0.4944
Cl18 -5.865 0.149 -10.774  0.5321
H34 -4.337 -1.051 -9.441  -0.0381
C20 -0.906 -2.454 -9.860  -1.5151
Cl19 -0.287 -2.058 -11.472  0.5289
Cl20 -0.807 -1.044 -8.791  0.4835
Cl21 -2.575 -3.040 -9.961  0.5448
H35 -0.287 -3.249 -9.438  0.0064
C21 -6.471 3.997 -8.686  -1.5539
Cl22 -5.006 4.812 -9.262  0.5127
Cl23 -6.983 4.667 -7.127  0.5112
Cl24 -7.771 4.137 -9.881  0.5134
H36 -6.243 2.937 -8.548  -0.0618
C22 5.554 -6.305 0.936  -1.5252
Cl25 5.726 -4.597 1.377  0.5288
Cl26 5.906 -7.345 2.327  0.5235
Cl27 3.926 -6.626 0.315  0.5338
H37 6.275 -6.531 0.146  0.0213
C23 2.335 -1.809 -5.604  -1.5106
Cl28 4.070 -1.468 -5.494  0.5530
Cl29 1.394 -0.326 -5.371  0.5386
Cl30 1.945 -2.554 -7.164  0.5216
H38 2.071 -2.513 -4.811  0.0192
C24 1.926 -3.600 7.576  -1.5281
Cl31 2.545 -3.204 5.964  0.5172
Cl32 2.025 -2.190 8.644  0.5144
Cl33 0.257 -4.186 7.474  0.5307
H39 2.545 -4.395 7.997  0.0169
C25 -5.053 1.054 5.880  -1.4942
Cl34 -4.392 2.049 7.188  0.5255
Cl35 -4.278 1.458 4.338  0.5751
Cl36 -4.849 -0.668 6.245  0.5592
H40 -6.122 1.264 5.794  0.0194
C26 4.001 6.949 8.351  -1.5441
Cl37 4.173 8.657 8.792  0.5137
Cl38 4.353 5.909 9.742  0.5126
Cl39 2.373 6.628 7.730  0.5055
H41 4.722 6.723 7.561  -0.0169

The HOMO-LUMO gap is 9.801 eV. The calculation puts the largest force on an atom at 4.6 eV/A. The value obtained for the energy is -539111.672 eV.

Formula: C17H21N5O2S
Source: OMol25
Level of theory: the ωB97M-V functional and the def2-TZVPD basis

Each line ends with the Löwdin charge.
CARTESIAN COORDINATES (ANGSTROEM)
C1 1.215 -4.254 -4.918  -0.0560
C2 1.492 -4.169 -3.445  -0.2183
C3 2.588 -4.792 -2.889  -0.0490
C4 2.843 -4.749 -1.519  -0.0926
C5 1.991 -4.031 -0.712  -0.0545
C6 0.881 -3.356 -1.233  -0.0775
C7 0.018 -2.520 -0.356  -0.4052
O1 -1.136 -2.214 -0.646  0.0404
N1 0.582 -2.094 0.810  0.1004
C8 -0.101 -1.212 1.759  -0.3414
C9 -1.361 -1.854 2.339  -0.0386
C10 -0.397 0.130 1.148  -0.0208
C11 0.029 1.277 1.660  -0.0010
C12 -0.324 2.572 1.020  -0.4858
O2 -0.954 2.660 -0.020  0.0441
N2 0.148 3.677 1.670  0.0945
C13 -0.259 5.005 1.238  -0.3669
C14 0.734 6.048 1.726  -0.0481
C15 -1.657 5.302 1.731  -0.5728
N3 -1.893 5.732 2.930  0.0078
N4 -3.223 5.889 3.188  -0.0530
C16 -3.954 5.567 2.170  -0.4801
S1 -3.075 5.033 0.802  1.0795
C17 0.596 -3.458 -2.611  -0.2099
N5 -0.527 -2.911 -3.160  0.1498
H1 0.245 -4.717 -5.114  0.0855
H2 1.206 -3.265 -5.387  0.0827
H3 1.979 -4.845 -5.421  0.0757
H4 3.256 -5.344 -3.542  0.1103
H5 3.689 -5.275 -1.100  0.0980
H6 2.167 -4.014 0.356  0.1061
H7 1.582 -2.146 0.884  0.1269
H8 0.612 -1.065 2.574  0.1389
H9 -1.762 -1.219 3.129  0.0832
H10 -2.118 -1.981 1.569  0.0745
H11 -1.120 -2.829 2.761  0.0839
H12 -1.004 0.145 0.250  0.1265
H13 0.640 1.300 2.559  0.1095
H14 0.450 3.578 2.627  0.1419
H15 -0.277 4.974 0.149  0.1366
H16 0.444 7.038 1.375  0.0859
H17 0.755 6.076 2.815  0.0764
H18 1.729 5.816 1.348  0.0826
H19 -5.031 5.632 2.187  0.0677
H20 -0.561 -2.750 -4.149  0.0850
H21 -1.138 -2.388 -2.552  0.0773

The HOMO-LUMO gap is 8.577 eV. The calculation puts the largest force on an atom at 0.1 eV/A. The SMILES is Cc1cccc(C(=O)N[C@H](C)/C=C/C(=O)N[C@H](C)c2nncs2)c1N. The value obtained for the energy is -40351.311 eV.